No. 1
{
  "formula": "C31H32NO",
  "method": "ωB97M-V/def2-TZVPD",
  "homo_lumo_gap_ha": 0.1669,
  "fmax_ev_per_a": 1.80,
  "lumo_ev": -5.265,
  "total_charge": 1,
  "e_above_lowest_kcal_mol": 26.5,
  "symbols": ["C", "C", "N", "C", "C", "C", "C", "C", "C", "C", "C", "C", "C", "C", "C", "O", "H", "H", "H", "H", "H", "H", "H", "H", "H", "H", "H", "H", "H", "H", "H", "C", "C", "C", "C", "C", "C", "C", "C", "C", "C", "C", "C", "C", "C", "C", "C", "C", "H", "H", "H", "H", "H", "H", "H", "H", "H", "H", "H", "H", "H", "H", "H", "H", "H"],
  "xyz": [[0.07699, -4.89662, -1.27499], [-0.08020, -3.42950, -0.94701], [-1.39879, -3.02633, -0.92816], [-1.86885, -1.78822, -0.48597], [-3.24584, -1.83151, 0.10395], [-4.00667, -0.69998, 0.03189], [-5.35298, -0.59524, 0.66410], [-6.10842, -1.94331, 0.70150], [-5.21449, -3.09828, 1.01260], [-5.80429, -4.20159, 1.62647], [-5.02770, -5.29383, 2.02392], [-3.64326, -5.24133, 1.82456], [-3.05205, -4.11706, 1.23717], [-3.81972, -3.03918, 0.75302], [-1.16474, -0.64342, -0.73902], [0.86197, -2.68316, -0.71480], [-0.87993, -5.43883, -1.32106], [0.59400, -4.99788, -2.23840], [0.71238, -5.36341, -0.50987], [-2.06877, -3.78622, -1.00651], [-3.59758, 0.19922, -0.42170], [-5.24253, -0.26259, 1.70901], [-5.96680, 0.15924, 0.14593], [-6.89624, -1.89371, 1.46044], [-6.61825, -2.10306, -0.25720], [-6.88131, -4.18093, 1.82384], [-5.50782, -6.14905, 2.49973], [-3.01517, -6.07915, 2.15076], [-1.95900, -4.04833, 1.19975], [-1.62421, 0.31199, -0.49525], [-0.18275, -0.68333, -1.19882], [6.85946, 5.50904, 3.14255], [6.00166, 4.38282, 2.64297], [5.94465, 3.18638, 3.37155], [5.22163, 2.10215, 2.90576], [4.45865, 2.15547, 1.69130], [3.83735, 0.96294, 1.22525], [2.91196, 0.85360, 0.17422], [1.88313, 1.74242, -0.08214], [1.19385, 1.85862, -1.32752], [-0.05485, 2.54010, -1.38909], [-0.75595, 2.61142, -2.58193], [-0.19802, 2.11444, -3.76527], [-0.97259, 2.22453, -5.03852], [1.05419, 1.48477, -3.72685], [1.73490, 1.33106, -2.52964], [4.44909, 3.42013, 1.01625], [5.22231, 4.48678, 1.48133], [6.86755, 6.34174, 2.44052], [6.50299, 5.89010, 4.10529], [7.89402, 5.19051, 3.30716], [6.48637, 3.11933, 4.31778], [5.21701, 1.16710, 3.47004], [4.17385, 0.02983, 1.69633], [2.94212, -0.08660, -0.40459], [1.57420, 2.44054, 0.70664], [-0.44154, 3.02033, -0.48840], [-1.75429, 3.05776, -2.61010], [-0.36942, 1.91083, -5.89029], [-1.86716, 1.59445, -4.99694], [-1.31332, 3.25038, -5.20486], [1.47821, 1.10546, -4.65707], [2.72732, 0.86930, -2.50036], [3.83996, 3.53549, 0.11777], [5.23372, 5.44138, 0.95098]],
  "nbo_charge": [-0.71, 0.69, -0.65, 0.26, -0.14, -0.10, -0.44, -0.42, -0.02, -0.19, -0.19, -0.22, -0.24, 0.00, -0.48, -0.63, 0.21, 0.25, 0.25, 0.41, 0.20, 0.22, 0.22, 0.22, 0.22, 0.22, 0.22, 0.22, 0.21, 0.19, 0.22, -0.65, 0.10, -0.23, -0.09, -0.21, 0.09, -0.35, 0.02, -0.08, -0.13, -0.23, 0.08, -0.65, -0.22, -0.15, -0.05, -0.24, 0.23, 0.25, 0.25, 0.24, 0.23, 0.23, 0.27, 0.22, 0.22, 0.23, 0.23, 0.24, 0.24, 0.23, 0.23, 0.22, 0.23]
}



No. 2
{
  "formula": "C31H32NO",
  "method": "ωB97M-V/def2-TZVPD",
  "homo_lumo_gap_ha": 0.3239,
  "fmax_ev_per_a": 1.81,
  "lumo_ev": -2.242,
  "total_charge": 1,
  "e_above_lowest_kcal_mol": 0.0,
  "symbols": ["C", "C", "C", "C", "C", "C", "C", "C", "C", "C", "O", "C", "C", "C", "C", "C", "C", "C", "C", "N", "C", "C", "C", "C", "C", "C", "C", "C", "C", "C", "C", "C", "C", "H", "H", "H", "H", "H", "H", "H", "H", "H", "H", "H", "H", "H", "H", "H", "H", "H", "H", "H", "H", "H", "H", "H", "H", "H", "H", "H", "H", "H", "H", "H", "H"],
  "xyz": [[-6.49346, -0.72760, 1.73080], [-5.05373, -0.77853, 1.30832], [-4.46736, -1.96839, 0.85975], [-3.10528, -2.02473, 0.55731], [-2.30429, -0.86265, 0.61607], [-0.84296, -0.90135, 0.15802], [-0.04452, 0.38760, 0.42228], [-0.48595, 1.58272, -0.15833], [0.30515, 2.72791, -0.13369], [1.60731, 2.63668, 0.36733], [2.44690, 3.75292, 0.31241], [2.53224, 4.54193, 1.46540], [3.76153, 4.59947, 2.12956], [3.83731, 5.27499, 3.34609], [2.71828, 5.94350, 3.85604], [1.50716, 5.90318, 3.15559], [1.40199, 5.19328, 1.96013], [2.07817, 1.44787, 0.93450], [1.22229, 0.35289, 1.02690], [-0.68022, -1.20023, -1.30607], [-1.92228, -1.02574, -2.19096], [-2.43530, -2.44436, -2.42753], [-1.34794, -3.41866, -1.93115], [-0.10822, -2.56006, -1.76296], [1.04589, -3.09273, -0.89904], [2.40638, -2.76682, -1.50632], [2.92764, -3.58839, -2.51613], [4.14057, -3.26442, -3.13012], [4.83840, -2.11324, -2.74850], [4.32646, -1.29763, -1.73312], [3.12877, -1.64092, -1.10014], [-2.88180, 0.29560, 1.15658], [-4.24961, 0.35487, 1.41723], [-6.88594, 0.29428, 1.67093], [-7.12300, -1.36754, 1.10413], [-6.61900, -1.06163, 2.77100], [-5.09978, -2.85322, 0.73476], [-2.66552, -2.99566, 0.30766], [-0.38438, -1.73234, 0.70384], [-1.47914, 1.64921, -0.61033], [-0.07225, 3.68484, -0.49789], [4.61866, 4.07393, 1.70168], [4.78275, 5.28218, 3.89194], [2.78820, 6.49095, 4.79604], [0.63051, 6.42299, 3.53869], [0.45961, 5.11966, 1.41112], [3.11031, 1.39465, 1.29395], [1.56610, -0.54800, 1.54877], [0.02075, -0.54250, -1.65434], [-1.56101, -0.58101, -3.12995], [-2.62476, -0.33599, -1.71662], [-2.61339, -2.60046, -3.49684], [-3.38680, -2.60043, -1.91058], [-1.16386, -4.22528, -2.65510], [-1.61630, -3.89214, -0.97650], [0.26765, -2.30706, -2.77028], [0.93305, -4.18937, -0.83566], [0.99917, -2.70972, 0.13280], [2.37283, -4.48263, -2.81364], [4.53529, -3.91151, -3.91434], [5.77672, -1.84738, -3.24049], [4.85221, -0.39242, -1.43020], [2.75443, -1.03142, -0.27537], [-2.27800, 1.17577, 1.37956], [-4.70463, 1.30032, 1.70506]],
  "nbo_charge": [-0.64, 0.03, -0.21, -0.22, -0.01, -0.10, -0.09, -0.24, -0.19, 0.30, -0.51, 0.27, -0.26, -0.19, -0.22, -0.21, -0.23, -0.23, -0.19, -0.37, -0.22, -0.44, -0.42, -0.01, -0.44, -0.06, -0.21, -0.19, -0.20, -0.21, -0.18, -0.21, -0.21, 0.23, 0.23, 0.24, 0.23, 0.21, 0.24, 0.22, 0.23, 0.23, 0.22, 0.23, 0.22, 0.21, 0.24, 0.23, 0.45, 0.23, 0.25, 0.24, 0.25, 0.25, 0.21, 0.23, 0.24, 0.22, 0.21, 0.23, 0.23, 0.22, 0.20, 0.23, 0.23]
}



No. 3
{
  "formula": "C31H32NO5",
  "method": "ωB97M-V/def2-TZVPD",
  "homo_lumo_gap_ha": 0.1701,
  "fmax_ev_per_a": 3.17,
  "lumo_ev": 1.839,
  "total_charge": -1,
  "symbols": ["C", "C", "O", "C", "C", "C", "O", "C", "C", "C", "C", "O", "H", "H", "H", "H", "H", "H", "H", "H", "H", "H", "H", "H", "H", "C", "C", "C", "C", "C", "C", "C", "O", "C", "C", "C", "C", "C", "C", "N", "C", "C", "C", "C", "C", "C", "C", "C", "C", "O", "H", "H", "H", "H", "H", "H", "H", "H", "H", "H", "H", "H", "H", "H", "H", "H", "H", "H", "H"],
  "xyz": [[-0.10699, 2.89540, 3.55350], [0.65558, 1.61502, 3.76308], [1.51456, 1.41668, 2.62546], [2.25000, 0.27851, 2.75924], [3.14545, 0.09056, 1.59118], [4.23775, -0.84873, 1.79243], [4.40071, -1.49826, 2.81713], [5.27774, -0.97276, 0.64377], [5.55827, 0.32595, -0.10251], [4.25392, 0.99266, -0.52420], [3.30209, 1.22098, 0.66193], [2.15945, -0.41544, 3.75506], [-0.80965, 3.02176, 4.37640], [0.57383, 3.75491, 3.54402], [-0.67005, 2.85855, 2.61365], [1.25024, 1.66363, 4.68804], [-0.03497, 0.76186, 3.83953], [6.21099, -1.37443, 1.05621], [4.89346, -1.71290, -0.07703], [6.15829, 0.99648, 0.52659], [6.16116, 0.08690, -0.98744], [4.46898, 1.95789, -0.99286], [3.76367, 0.36330, -1.27794], [2.32460, 1.54947, 0.27922], [3.70799, 2.05451, 1.25932], [-3.69944, -0.99612, 5.24282], [-3.57592, -0.60519, 3.90385], [-2.48170, -1.06104, 3.16593], [-1.52540, -1.90683, 3.74825], [-1.64658, -2.31584, 5.07285], [-2.73018, -1.85215, 5.82854], [-0.45533, -2.25385, 2.76282], [0.46429, -3.03632, 2.93050], [-0.79908, -1.47524, 1.51604], [-0.09721, -1.63291, 0.35567], [-0.43859, -1.04706, -0.92711], [-0.82671, 0.30926, -1.04438], [-1.37383, 0.81175, -2.21218], [-1.43167, -0.00097, -3.37920], [-1.88668, 0.52462, -4.56260], [-2.08430, 1.94945, -4.70957], [-2.73622, 2.52770, -3.46953], [-1.89169, 2.21800, -2.23832], [-1.62842, -0.13536, -5.82225], [-1.80626, -1.63388, -5.68696], [-0.89579, -2.16006, -4.58018], [-0.91784, -1.33043, -3.32757], [-0.43352, -1.81468, -2.12094], [-2.10035, -0.76086, 1.75225], [-2.76087, -0.05823, 0.99229], [-4.53826, -0.64048, 5.85017], [-4.30247, 0.05656, 3.42377], [-0.87811, -2.97369, 5.48593], [-2.83142, -2.14375, 6.87747], [0.68417, -2.38539, 0.36348], [-0.70490, 0.97780, -0.19799], [-1.11191, 2.44528, -4.88465], [-2.71294, 2.10905, -5.59594], [-2.83293, 3.60740, -3.59664], [-3.73796, 2.09898, -3.35324], [-2.47606, 2.40359, -1.32963], [-1.03423, 2.90669, -2.21085], [-2.32108, 0.27842, -6.56694], [-0.59737, 0.08207, -6.15738], [-2.85418, -1.85727, -5.45965], [-1.55045, -2.10282, -6.64063], [-1.16213, -3.19378, -4.34130], [0.13290, -2.17275, -4.97120], [-0.05850, -2.84218, -2.06960]],
  "nbo_charge": [-0.62, -0.07, -0.56, 0.75, -0.47, 0.51, -0.65, -0.48, -0.39, -0.39, -0.40, -0.66, 0.20, 0.20, 0.20, 0.18, 0.17, 0.20, 0.19, 0.18, 0.18, 0.18, 0.18, 0.19, 0.16, -0.21, -0.18, -0.14, -0.04, -0.20, -0.20, 0.61, -0.51, -0.32, 0.01, -0.15, -0.05, -0.09, 0.20, -0.43, -0.19, -0.40, -0.42, -0.19, -0.40, -0.41, -0.10, -0.15, 0.55, -0.56, 0.21, 0.23, 0.24, 0.21, 0.24, 0.22, 0.17, 0.19, 0.21, 0.20, 0.23, 0.21, 0.19, 0.17, 0.20, 0.21, 0.22, 0.21, 0.21]
}



no.,HOMO energy (eV)
1,-9.8
2,-11.1
3,-2.8